Entry 1
The following is a DFT calculation (the ωB97M-V functional and the def2-TZVPD basis) of a cluster of 2 separate species, C6H14N2O in total.

Each line ends with the natural charge from an NBO analysis.
Element x y z (Å)
C -1.788 1.110 -1.128  -0.423
C -1.424 1.290 1.284  -0.416
C -0.614 -1.440 1.415  -0.722
N -1.220 0.523 0.072  -0.471
C -1.044 -0.848 0.090  0.697
O -1.318 -1.543 -0.871  -0.624
H -2.838 1.363 -0.983  0.191
H -1.240 2.001 -1.403  0.195
H -1.720 0.380 -1.937  0.248
H -0.614 1.106 1.988  0.215
H -2.373 1.045 1.775  0.191
H -1.435 2.348 1.026  0.213
H -0.482 -2.511 1.281  0.244
H -1.364 -1.259 2.186  0.230
H 0.334 -1.005 1.735  0.234
C 3.161 -0.892 -0.973  -0.676
C 1.907 -0.105 -0.846  0.135
N 1.830 0.965 -0.200  -0.639
H 0.826 1.326 -0.152  0.346
H 1.001 -0.577 -1.320  0.156
H 2.997 -1.904 -0.618  0.224
H 3.454 -0.952 -2.025  0.226
H 3.962 -0.421 -0.393  0.227

Properties
Lowest unoccupied orbital energy   0.82 eV
Frontier orbital gap   10.019 eV
HOMO level   -9.199 eV
Multiplicity   1
Net charge   0

---

Entry 2
The following is a DFT calculation (the ωB97M-V functional and the def2-TZVPD basis) of a cluster of 3 separate species, C6H14N2O in total.

Each line ends with the natural charge from an NBO analysis.
Element x y z (Å)
C 1.095 0.972 0.917  0.461
C -0.349 -1.064 0.717  -0.520
C 2.397 0.506 0.327  -0.730
C -1.515 -0.742 1.632  -0.654
O 0.428 1.898 0.405  -0.633
H -0.792 1.577 -0.572  0.425
H 0.994 0.796 2.000  0.131
H -0.447 -2.045 0.256  0.194
H 0.584 -1.232 1.244  0.206
H 2.351 0.437 -0.758  0.258
H 2.701 -0.452 0.749  0.217
H 3.163 1.247 0.576  0.244
H -2.453 -1.143 1.242  0.203
H -1.651 0.340 1.730  0.204
H -1.379 -1.161 2.630  0.215
C 0.101 -0.537 -2.016  0.082
C -1.068 -0.327 -1.136  0.037
N 0.791 0.346 -2.605  -0.613
N -1.528 0.942 -1.003  -0.823
H 0.433 1.290 -2.442  0.341
H -2.405 1.013 -0.502  0.378
H 0.395 -1.579 -2.144  0.169
H -1.846 -1.081 -1.245  0.209

Properties
Lowest unoccupied orbital energy   0.62 eV
Frontier orbital gap   8.916 eV
HOMO level   -8.294 eV
Multiplicity   1
Net charge   0

---

Entry 3
The following is a DFT calculation (the ωB97M-V functional and the def2-TZVPD basis) of a cluster of 2 separate species, C6H14N2O in total.

Each line ends with the natural charge from an NBO analysis.
Element x y z (Å)
C -0.836 2.480 0.521  -0.244
C 0.672 0.654 0.998  0.140
C 1.190 0.019 2.067  -0.533
O -0.658 1.204 1.094  -0.571
H 1.332 1.251 0.373  0.177
H -0.702 2.421 -0.567  0.166
H -0.134 3.201 0.952  0.173
H -1.854 2.798 0.747  0.195
H 2.255 -0.051 2.202  0.211
H 0.559 -0.517 2.756  0.200
C 0.839 -0.470 -2.144  -0.630
C 0.177 -0.869 -0.844  0.026
N 0.720 -2.066 -0.286  -0.855
N -1.982 -1.343 0.177  -0.796
C -1.196 -0.693 -0.746  0.042
H 1.639 -2.274 -0.655  0.367
H 0.803 -2.013 0.724  0.367
H -2.725 -0.783 0.575  0.383
H -1.435 -1.844 0.869  0.378
H -1.707 0.011 -1.385  0.187
H 1.846 -0.098 -1.944  0.197
H 0.272 0.303 -2.662  0.213
H 0.925 -1.321 -2.821  0.208

Properties
Lowest unoccupied orbital energy   0.97 eV
Frontier orbital gap   8.030 eV
HOMO level   -7.055 eV
Multiplicity   1
Net charge   0

---

Tell me which of them is the least stable. Sure, it is entry 2.

---

Entry 1
The following is a DFT calculation (the ωB97M-V functional and the def2-TZVPD basis) of a structure of composition C4H3NO2S.

Each line ends with the natural charge from an NBO analysis.
Element x y z (Å)
C -1.285 0.506 -0.321  -0.343
C -1.908 -0.660 -0.634  -0.389
C -0.150 0.233 0.491  0.473
C 3.229 0.448 -0.024  0.488
N 0.076 -1.029 0.763  -0.695
O 0.637 1.208 0.951  -0.658
O 3.447 -0.233 -0.895  -0.485
S -1.063 -1.979 0.071  0.631
H -1.580 1.492 -0.616  0.238
H -2.787 -0.821 -1.223  0.239
H 1.384 0.834 1.438  0.502

Properties
Lowest unoccupied orbital energy   0.87 eV
Frontier orbital gap   9.855 eV
HOMO level   -8.985 eV
Multiplicity   1
Net charge   0

---

Entry 2
The following is a DFT calculation (the ωB97M-V functional and the def2-TZVPD basis) of the molecule C4H3NO2S.

Each line ends with the natural charge from an NBO analysis.
Element x y z (Å)
C -1.418 -0.970 0.551  -0.365
C -0.409 -0.195 0.170  0.033
C 1.686 0.413 -0.777  0.538
C -0.435 1.279 0.412  0.391
H -2.274 -0.521 1.026  0.236
H -1.432 -2.046 0.387  0.209
H 1.004 -1.536 -0.717  0.430
N 0.768 -0.558 -0.468  -0.620
O 2.750 0.235 -1.322  -0.562
O -1.315 1.889 0.955  -0.505
S 1.077 2.010 -0.218  0.215

Properties
Lowest unoccupied orbital energy   -0.36 eV
Frontier orbital gap   9.425 eV
HOMO level   -9.783 eV
Multiplicity   1
Net charge   0

---

Tell me which of them is the least stable. Sure, it is entry 1.